1.
This record from the OMol25 dataset describes a structure of composition C26H26Cl2N2O2STbTe. The level of theory is the ωB97M-V functional and the def2-TZVPD basis.

The value obtained for the relative energy (zero: lowest compared OMol25 entry of this formula, charge and spin) is 0.0 kJ/mol. The spin multiplicity is 7. As for the charge: -1. The largest force on an atom is 3.9 eV/A.

```
61
C26H26Cl2N2O2STbTe | the OMol25 dataset | the ωB97M-V functional and the def2-TZVPD basis
Tb -0.487 0.184 -1.032
C 0.799 -2.807 -2.200
N 0.920 -1.359 -2.530
C 2.353 -0.925 -2.525
C 0.403 -1.098 -3.846
C -1.156 -1.204 -3.928
C -1.772 -1.777 -5.037
C -3.124 -1.885 -5.122
C -3.962 -1.303 -4.166
C -3.245 -0.638 -3.083
C -1.851 -0.625 -2.923
H 1.514 -3.283 -2.903
H -0.204 -3.238 -2.320
H 1.237 -2.976 -1.237
H 2.972 -1.541 -3.201
H 2.819 -1.061 -1.506
H 2.377 0.178 -2.783
H 0.895 -1.761 -4.548
H 0.768 -0.107 -4.158
H -1.169 -2.270 -5.794
H -3.478 -2.441 -6.006
H -5.016 -1.360 -4.034
H -3.819 -0.131 -2.317
Cl 0.124 -3.732 2.340
C -1.204 -2.660 2.380
C -2.100 -2.806 3.453
C -3.208 -1.992 3.462
Cl -4.477 -2.162 4.727
C -3.321 -0.982 2.495
C -4.398 -0.014 2.483
C -4.581 0.803 1.397
C -3.534 0.883 0.492
N -2.537 0.044 0.440
C -2.390 -0.892 1.435
C -1.228 -1.709 1.408
O -0.293 -1.433 0.544
H -1.942 -3.594 4.072
H -5.127 0.042 3.270
H -5.366 1.571 1.427
H -3.460 1.762 -0.196
C 1.506 0.530 4.477
C 2.260 1.258 3.373
C 3.689 1.309 3.474
C 4.440 1.877 2.468
C 3.870 2.530 1.405
C 2.468 2.490 1.320
C 1.706 1.915 2.246
S 4.800 3.413 0.213
C 3.688 4.829 0.019
O 6.065 3.882 0.869
H 2.148 0.263 5.290
H 1.005 -0.436 4.073
H 0.671 1.102 4.925
H 4.205 0.781 4.244
H 5.532 1.819 2.501
H 1.996 2.871 0.402
H 0.621 1.858 2.120
H 4.359 5.642 -0.277
H 3.165 4.973 1.013
H 3.019 4.591 -0.720
Te 0.056 2.802 -1.863
```

Mulliken atomic charge list, values in e, 8 entries: number 1, Tb, carries 0.219; number 2, C, carries -1.183; number 3, N, carries 0.617; number 4, C, carries -1.070; number 5, C, carries -0.954; number 6, C, carries 0.704; number 7, C, carries -1.026; number 8, C, carries -0.277

2.
This record from the OMol25 dataset describes a structure of composition CH4IN2. The level of theory is the ωB97M-V functional and the def2-TZVPD basis.

The value obtained for the relative energy (zero: lowest compared OMol25 entry of this formula, charge and spin) is 275.1 kJ/mol. As for the charge: +1. The largest force on an atom is 3.8 eV/A.

```
8
CH4IN2 | the OMol25 dataset | the ωB97M-V functional and the def2-TZVPD basis
C -0.062 0.416 0.103
N -1.351 0.184 -0.161
N 0.730 -0.569 0.568
I 3.363 0.092 0.057
H 0.577 1.276 -0.049
H -1.896 0.893 -0.573
H -1.867 -0.705 -0.262
H 0.505 -1.587 0.318
```

So, what does the Mulliken scheme give us? The charges, in e, come out as: number 1, C, carries 0.417; number 2, N, carries -0.339; number 3, N, carries -0.578; number 4, I, carries 0.458; number 5, H, carries 0.241; number 6, H, carries 0.259; number 7, H, carries 0.256; number 8, H, carries 0.286

3.
This record from the OMol25 dataset describes a cluster of 11 separate species, C5H32N2O10 in total. The level of theory is the ωB97M-V functional and the def2-TZVPD basis.

The value obtained for the relative energy (zero: lowest compared OMol25 entry of this formula, charge and spin) is 341.4 kJ/mol. The spin multiplicity is 2. As for the charge: +1. The largest force on an atom is 7.1 eV/A.

```
49
C5H32N2O10 | the OMol25 dataset | the ωB97M-V functional and the def2-TZVPD basis
C 0.106 0.038 1.938
C -0.543 0.536 0.610
C -0.001 2.068 0.435
C -0.042 2.702 -0.878
C -0.074 2.056 -3.194
N 0.332 1.858 -1.998
N -2.002 0.524 0.672
H -0.021 -1.052 2.103
H -0.220 0.457 2.872
H 1.278 0.223 2.008
H -0.269 0.080 -0.330
H -0.545 2.737 1.136
H 1.037 2.047 0.656
H -1.095 3.207 -1.165
H 0.560 3.609 -0.731
H -0.569 2.937 -3.650
H 0.104 1.319 -3.965
H -2.324 0.422 1.645
H -2.368 -0.406 0.326
H 3.619 0.822 -0.233
H 4.602 1.589 0.818
O 3.945 0.938 0.664
H 1.343 -2.236 -0.005
H 2.928 -2.064 0.568
O 1.993 -2.459 0.745
H -1.807 -2.653 1.126
H -2.030 -2.759 -0.387
O -2.481 -2.404 0.386
H -2.958 1.005 -1.273
H -2.841 2.514 -1.807
O -3.191 1.574 -2.007
H -0.018 -3.138 -1.927
H 0.177 -4.498 -1.078
O -0.130 -3.531 -0.939
H -3.575 2.432 1.511
H -2.337 3.328 1.986
O -3.305 3.214 2.109
H 0.307 -0.425 -2.931
H -1.284 -0.504 -2.636
O -0.516 -1.021 -2.962
H 0.097 -3.279 1.608
H -1.177 -3.524 2.558
O -0.634 -2.875 2.202
H 4.189 -0.534 2.802
H 2.932 -1.227 2.932
O 3.605 -0.834 3.513
H 1.988 0.655 -1.978
H 1.794 -0.790 -1.502
O 2.403 -0.273 -1.865
```

Mulliken atomic charge list, values in e, 8 entries: number 1, C, carries -0.844; number 2, C, carries 0.938; number 3, C, carries -0.625; number 4, C, carries -0.825; number 5, C, carries -0.357; number 6, N, carries -0.123; number 7, N, carries -0.235; number 8, H, carries 0.170

4.
This record from the OMol25 dataset describes a structure of composition C31H22Cl2N5O4SeV. The level of theory is the ωB97M-V functional and the def2-TZVPD basis.

The value obtained for the relative energy (zero: lowest compared OMol25 entry of this formula, charge and spin) is 62.7 kJ/mol. The spin multiplicity is 2. As for the charge: +1. The largest force on an atom is 4.9 eV/A.

```
66
C31H22Cl2N5O4SeV | the OMol25 dataset | the ωB97M-V functional and the def2-TZVPD basis
V -0.055 2.329 -0.865
C 3.018 -6.042 3.868
O 3.448 -5.007 3.007
C 3.102 -5.039 1.713
C 2.362 -6.054 1.095
C 2.034 -5.968 -0.240
C 2.377 -4.828 -0.973
C 3.178 -3.839 -0.372
C 3.547 -3.954 0.939
N 1.962 -4.694 -2.275
N 1.584 -3.635 -2.758
C 1.105 -2.556 -2.070
C 0.196 -2.743 -1.020
C -0.410 -1.691 -0.363
C -0.102 -0.379 -0.725
O -0.553 0.699 -0.178
C 0.815 -0.169 -1.791
N 1.078 1.139 -2.016
C 1.960 1.441 -2.955
C 2.567 0.458 -3.742
C 2.297 -0.879 -3.534
C 1.411 -1.232 -2.505
H 3.408 -5.789 4.853
H 3.418 -7.011 3.553
H 1.925 -6.091 3.916
H 2.047 -6.923 1.650
H 1.437 -6.736 -0.706
H 3.541 -3.017 -0.969
H 4.174 -3.215 1.409
H -0.048 -3.757 -0.736
H -1.097 -1.871 0.448
H 2.196 2.492 -3.106
H 3.263 0.761 -4.506
H 2.741 -1.648 -4.146
Se -0.041 4.228 -2.394
C 1.561 4.957 -1.993
N 2.598 5.390 -1.764
Cl -1.861 1.648 -2.389
C -3.175 2.574 -1.775
C -4.364 2.639 -2.484
C -5.383 3.452 -2.019
C -5.217 4.205 -0.870
C -4.041 4.101 -0.144
Cl -3.805 5.002 1.311
C -3.004 3.265 -0.579
N -1.798 3.161 0.183
C -1.862 2.409 1.404
C -2.887 1.486 1.598
C -2.912 0.689 2.727
C -1.906 0.798 3.672
C -0.888 1.713 3.482
C -0.839 2.529 2.356
C 0.305 3.521 2.283
C 0.619 4.027 0.883
O 0.382 5.160 0.530
O 1.043 3.114 0.072
H -4.473 2.068 -3.390
H -6.308 3.503 -2.568
H -5.998 4.869 -0.538
H -1.534 4.128 0.415
H -3.680 1.408 0.866
H -3.713 -0.020 2.864
H -1.908 0.173 4.551
H -0.109 1.808 4.224
H 1.203 3.048 2.690
H 0.067 4.396 2.897
```

Mulliken atomic charge list, values in e, 8 entries: number 1, V, carries -0.006; number 2, C, carries -0.853; number 3, O, carries -0.410; number 4, C, carries 0.787; number 5, C, carries -0.276; number 6, C, carries -0.650; number 7, C, carries -0.164; number 8, C, carries 0.119

5.
This record from the OMol25 dataset describes a structure of composition C14H11ClMnN2O2. The level of theory is the ωB97M-V functional and the def2-TZVPD basis.

The spin multiplicity is 4. As for the charge: +2. For the calculated total energy, the calculation gives -2410.5287 Ha. The largest force on an atom is 8.9 eV/A.

```
31
C14H11ClMnN2O2 | the OMol25 dataset | the ωB97M-V functional and the def2-TZVPD basis
Cl -1.963 0.207 -0.703
C 0.964 -1.533 -2.749
C 1.749 -0.330 -2.647
C 0.890 0.793 -2.953
H 2.814 -0.260 -2.435
C -0.414 0.287 -3.312
C -0.365 -1.153 -3.164
H -1.200 -1.811 -3.402
H 1.348 -2.543 -2.640
H 1.155 1.844 -2.984
C -1.555 1.128 -3.761
Mn 0.136 -0.259 -1.320
C 1.182 0.858 -0.300
C 0.201 -1.727 -0.209
O 2.074 1.561 -0.014
O -0.129 -2.622 0.460
H -1.526 2.091 -3.248
H -2.489 0.627 -3.509
H -1.541 1.325 -4.838
N -0.212 -0.097 7.104
C -0.181 -0.032 5.933
C -0.152 0.062 4.493
C 0.976 -0.395 3.793
C 0.980 -0.284 2.392
N -0.045 0.261 1.753
C -1.123 0.702 2.382
C -1.225 0.634 3.778
H 1.860 -0.803 4.280
H 1.838 -0.640 1.817
H -1.921 1.084 1.754
H -2.126 1.028 4.250
```

Mulliken atomic charge list, values in e, 8 entries: number 1, Cl, carries -0.201; number 2, C, carries -0.776; number 3, C, carries -0.106; number 4, C, carries -0.685; number 5, H, carries 0.568; number 6, C, carries 0.995; number 7, C, carries -0.181; number 8, H, carries 0.551